(1)
7 unconnected molecules or ions with the total composition C11H36O7. Source: the Open Molecules 2025 dataset; level of theory: the ωB97M-V functional and the def2-TZVPD basis.

```
54
Properties=species:S:1:pos:R:3:nbo_charge:R:1
C -1.76 4.75 0.60 -0.615
C -1.32 3.34 0.89 0.100
C -2.46 2.47 1.37 -0.633
O -0.78 2.83 -0.32 -0.747
H -0.90 5.36 0.32 0.213
H -2.20 5.19 1.50 0.202
H -2.50 4.75 -0.20 0.210
H -0.54 3.37 1.66 0.143
H -2.94 2.87 2.26 0.206
H -2.08 1.47 1.59 0.204
H -3.17 2.33 0.54 0.213
H -0.41 1.95 -0.17 0.490
C 3.19 -1.33 -3.54 -0.636
C 2.51 -0.42 -2.54 0.086
C 3.16 0.96 -2.51 -0.637
O 1.11 -0.30 -2.86 -0.740
H 4.15 -1.69 -3.18 0.221
H 3.36 -0.79 -4.48 0.201
H 2.55 -2.18 -3.78 0.225
H 2.52 -0.87 -1.55 0.174
H 2.75 1.60 -3.29 0.213
H 4.24 0.89 -2.67 0.217
H 3.03 1.46 -1.54 0.213
H 1.07 0.06 -3.75 0.471
C -1.73 -1.78 4.33 -0.244
O -0.40 -2.10 3.94 -0.726
H -2.02 -0.80 3.93 0.163
H -2.40 -2.52 3.92 0.179
H -1.84 -1.75 5.41 0.165
H 0.18 -1.40 4.25 0.466
C -2.22 -2.13 -2.44 -0.247
O -2.49 -3.09 -3.46 -0.726
H -3.11 -1.93 -1.83 0.171
H -1.38 -2.45 -1.82 0.156
H -1.95 -1.21 -2.94 0.185
H -2.70 -3.93 -3.05 0.461
C 4.45 0.02 1.34 -0.248
O 5.69 0.58 0.92 -0.723
H 3.67 0.23 0.60 0.157
H 4.57 -1.06 1.37 0.184
H 4.19 0.39 2.33 0.168
H 5.56 1.52 0.75 0.464
C 0.43 -1.13 0.41 -0.254
O -0.16 0.01 -0.20 -0.765
H 1.51 -0.99 0.53 0.156
H -0.01 -1.30 1.39 0.199
H 0.27 -2.01 -0.22 0.168
H 0.32 0.16 -1.03 0.498
C -3.38 -1.25 1.19 -0.257
O -4.28 -2.32 0.98 -0.720
H -3.45 -0.82 2.20 0.157
H -2.36 -1.51 0.91 0.170
H -3.64 -0.41 0.54 0.186
H -3.91 -3.11 1.38 0.463
```

Summary:
LUMO (eV): 0.42
Spin multiplicity: 1
M (g/mol): 280.4
Gap between HOMO and LUMO (eV): 10.239
Energy above the lowest of the compared OMol25 structures with the same formula, charge and spin (kcal/mol): 22.3
HOMO (eV): -9.8237

***

(2)
A molecular structure, C11H37BeKO14P at a distorted geometry. Source: the Open Molecules 2025 dataset; level of theory: the ωB97M-V functional and the def2-TZVPD basis.

```
65
Properties=species:S:1:pos:R:3:lowdin_charge:R:1
Be -0.20 -3.45 1.87 0.823
K 0.25 0.14 0.11 0.728
C -5.89 -0.98 2.52 -0.141
C -5.03 -0.45 1.36 -0.519
O -3.79 0.13 1.70 -0.318
H -5.68 -2.03 2.74 0.045
H -6.91 -0.95 2.13 0.031
H -5.85 -0.49 3.49 0.053
H -5.69 0.11 0.70 0.054
H -4.81 -1.38 0.85 0.054
O 4.05 -2.05 0.64 -0.412
C 3.59 -2.65 -0.62 -0.397
C 2.16 -3.32 -0.87 -0.406
O 0.90 -2.91 -0.42 -0.369
H 4.33 -3.40 -0.91 0.048
H 3.77 -1.91 -1.39 0.030
H 2.26 -4.37 -0.60 0.058
H 2.19 -3.46 -1.95 0.055
P 0.08 -0.80 3.59 -0.114
O 0.84 -0.89 4.94 -0.437
O -0.64 0.57 3.29 -0.375
O -1.06 -1.81 3.67 -0.358
O 1.03 -1.21 2.44 -0.474
C 0.41 3.04 -2.73 -0.146
O 0.74 2.18 -3.79 -0.134
H 0.47 4.08 -3.07 0.071
H -0.64 2.90 -2.47 0.074
H 1.08 2.89 -1.88 0.075
H 0.62 1.27 -3.52 0.031
C 4.46 2.14 2.98 -0.194
O 3.55 1.15 3.41 -0.097
H 4.70 1.91 1.94 0.073
H 4.20 3.20 2.97 0.059
H 5.27 1.92 3.68 0.064
H 3.09 1.49 4.18 0.077
C -3.48 1.75 -1.83 -0.181
O -2.60 1.67 -0.73 -0.130
H -3.10 1.10 -2.61 0.059
H -4.44 1.35 -1.53 0.071
H -3.54 2.74 -2.29 0.062
H -2.87 0.94 -0.17 0.032
C 0.12 -1.36 -3.92 -0.135
O 0.48 -0.78 -2.66 -0.164
H -0.70 -2.06 -3.78 0.070
H -0.28 -0.56 -4.54 0.069
H 0.96 -1.86 -4.40 0.077
H 0.73 -1.52 -2.10 0.021
C -2.42 -2.51 -0.73 -0.145
O -1.95 -1.79 0.44 -0.192
H -2.72 -3.53 -0.51 0.065
H -3.17 -1.91 -1.24 0.073
H -1.58 -2.57 -1.42 0.046
H -2.72 -1.32 0.77 0.016
C 3.64 0.94 -1.60 -0.189
O 2.97 0.49 -0.47 -0.168
H 4.41 1.68 -1.39 0.063
H 4.14 0.12 -2.12 0.066
H 2.90 1.33 -2.30 0.057
H 3.47 -0.25 -0.11 0.028
C 0.95 3.06 1.60 -0.196
O -0.28 2.45 1.44 -0.201
H 1.77 2.37 1.79 0.072
H 1.06 3.67 0.70 0.067
H 0.87 3.74 2.45 0.071
H -0.43 2.00 2.27 0.005
```

Summary:
LUMO (eV): 5.40
Spin multiplicity: 1
M (g/mol): 472.5
Gap between HOMO and LUMO (eV): 3.605
Net charge: -3
HOMO (eV): 1.7934

***

(3)
8 unconnected molecules or ions with the total composition C11H38N6O8 at a distorted geometry. Source: the Open Molecules 2025 dataset; level of theory: the ωB97M-V functional and the def2-TZVPD basis.

```
63
Properties=species:S:1:pos:R:3:nbo_charge:R:1
N -1.65 1.06 0.45 -0.881
C -1.43 -0.18 0.24 0.772
N -0.61 -0.43 -0.79 -0.928
O -1.85 -1.11 1.17 -0.741
H -2.33 1.28 1.18 0.453
H -1.46 1.87 -0.18 0.417
H -0.53 -1.44 -1.09 0.457
H -0.32 0.33 -1.48 0.425
N -0.37 3.11 -1.10 -0.850
C -0.27 2.54 -2.26 0.750
N 0.60 1.59 -2.26 -0.872
O -1.01 2.84 -3.38 -0.738
H -1.04 3.93 -0.95 0.425
H 0.18 2.80 -0.32 0.411
H 0.85 1.14 -3.12 0.442
H 1.27 1.43 -1.43 0.418
N 0.70 2.02 1.30 -0.858
C 1.82 1.57 0.83 0.737
N 1.70 0.58 0.05 -0.876
O 3.03 2.15 1.11 -0.743
H 0.67 2.87 1.86 0.421
H -0.15 1.54 1.08 0.409
H 2.57 0.23 -0.36 0.421
H 0.77 0.05 -0.15 0.429
C -0.63 0.80 4.11 -0.620
C -0.04 -0.65 3.97 -0.063
O 0.02 -1.31 5.17 -0.711
H -1.61 0.77 4.65 0.198
H -0.76 1.29 3.18 0.199
H -0.07 1.50 4.70 0.203
H 0.89 -0.47 3.41 0.138
H -0.64 -1.22 3.29 0.187
H 0.31 -2.17 5.09 0.468
C 2.00 -3.01 2.43 -0.619
C 1.14 -2.87 1.20 -0.092
O 0.91 -4.18 0.71 -0.738
H 2.35 -2.05 2.60 0.215
H 2.90 -3.63 2.19 0.200
H 1.36 -3.37 3.27 0.208
H 1.73 -2.32 0.45 0.141
H 0.19 -2.38 1.37 0.230
H 1.71 -4.61 0.53 0.469
C -0.79 -0.97 -4.49 -0.630
C 0.24 0.00 -5.03 -0.084
O 1.46 -0.10 -4.38 -0.768
H -0.61 -2.00 -4.55 0.208
H -1.69 -0.90 -5.06 0.227
H -0.96 -0.79 -3.43 0.205
H -0.13 1.05 -4.91 0.204
H 0.57 -0.25 -6.05 0.171
H 2.23 0.15 -4.88 0.488
C -3.01 3.53 1.77 -0.245
O -3.03 2.38 2.56 -0.735
H -3.92 4.12 1.90 0.183
H -2.93 3.18 0.75 0.167
H -2.13 4.11 2.07 0.160
H -2.87 2.63 3.51 0.490
C 0.95 -2.95 -2.42 -0.257
O -0.18 -2.95 -1.56 -0.750
H 1.80 -3.59 -1.99 0.170
H 1.37 -1.92 -2.42 0.172
H 0.70 -3.33 -3.45 0.194
H 0.00 -3.32 -0.71 0.514
```

Summary:
LUMO (eV): 0.24
Spin multiplicity: 1
M (g/mol): 382.5
Gap between HOMO and LUMO (eV): 9.665
Energy above the lowest of the compared OMol25 structures with the same formula, charge and spin (kcal/mol): 92.9
HOMO (eV): -9.4225

***

(4)
A molecular structure, C11H39N15Na3O12S at a distorted geometry. Source: the Open Molecules 2025 dataset; level of theory: the ωB97M-V functional and the def2-TZVPD basis.

```
81
Properties=species:S:1:pos:R:3:lowdin_charge:R:1
Na -16.31 -26.69 -20.14 0.481
Na -16.49 -24.09 -16.53 0.742
Na -16.89 -22.85 -20.48 0.736
S -14.13 -24.77 -19.06 0.260
O -13.21 -24.05 -19.89 -0.374
O -14.25 -26.21 -19.41 -0.380
O -13.72 -24.83 -17.68 -0.323
O -15.42 -24.11 -19.17 -0.365
C -14.43 -29.26 -21.42 -0.094
C -15.63 -29.13 -22.16 -0.433
C -15.81 -30.40 -23.12 -0.184
O -15.89 -31.60 -22.40 -0.193
C -16.08 -32.71 -23.27 -0.084
N -16.74 -28.79 -21.28 0.048
H -14.44 -30.10 -20.72 0.104
H -14.10 -28.41 -20.83 0.043
H -13.49 -29.47 -21.94 0.105
H -15.56 -28.34 -22.90 0.136
H -14.96 -30.28 -23.80 0.126
H -16.75 -30.45 -23.66 0.121
H -17.06 -32.77 -23.74 0.087
H -15.99 -33.59 -22.63 0.098
H -15.33 -32.63 -24.06 0.093
H -17.58 -28.63 -21.82 0.092
H -16.86 -29.68 -20.82 0.098
C -10.72 -23.76 -21.94 -0.773
O -9.76 -23.55 -22.77 -0.030
N -11.65 -24.56 -22.05 0.179
N -10.80 -23.13 -20.81 0.175
H -12.35 -24.63 -21.32 0.061
H -11.63 -25.14 -22.88 0.139
H -11.56 -23.40 -20.19 0.051
H -10.19 -22.33 -20.77 0.135
C -15.98 -24.49 -22.59 -0.674
O -16.73 -25.20 -21.92 0.023
N -16.16 -24.05 -23.83 0.172
N -14.82 -23.89 -22.26 0.190
H -16.89 -24.52 -24.35 0.133
H -15.52 -23.50 -24.37 0.131
H -14.35 -23.40 -23.01 0.127
H -14.32 -23.96 -21.39 0.050
C -10.31 -24.11 -17.22 -0.749
O -9.11 -23.97 -17.02 0.039
N -10.76 -25.02 -18.10 0.179
N -11.26 -23.50 -16.57 0.173
H -11.77 -25.01 -18.08 0.040
H -10.09 -25.56 -18.63 0.130
H -11.00 -22.59 -16.22 0.126
H -12.17 -23.75 -16.93 0.040
C -14.13 -25.55 -13.85 -0.764
O -13.48 -26.57 -14.08 0.070
N -14.18 -24.49 -14.58 0.146
N -14.92 -25.25 -12.88 0.159
H -14.49 -23.68 -14.07 0.111
H -13.73 -24.45 -15.48 0.077
H -15.14 -25.91 -12.15 0.138
H -15.29 -24.32 -12.77 0.112
C -15.55 -28.49 -17.23 -0.740
O -15.95 -29.51 -16.69 0.082
N -14.66 -28.42 -18.15 0.159
N -15.91 -27.23 -17.07 0.165
H -14.14 -29.24 -18.41 0.132
H -14.27 -27.54 -18.45 0.025
H -16.72 -27.01 -16.52 0.117
H -15.36 -26.50 -17.50 0.053
C -13.88 -20.79 -18.75 -0.758
O -13.86 -19.58 -18.59 0.061
N -13.57 -21.47 -19.82 0.179
N -14.24 -21.65 -17.82 0.163
H -13.24 -20.78 -20.48 0.135
H -13.39 -22.46 -19.82 0.021
H -14.26 -22.59 -18.20 0.029
H -14.68 -21.46 -16.94 0.116
C -10.96 -28.36 -18.92 -0.786
O -9.82 -28.78 -19.19 0.013
N -11.46 -28.41 -17.72 0.190
N -11.76 -28.00 -19.87 0.183
H -12.41 -28.19 -17.45 0.087
H -10.76 -28.54 -17.00 0.133
H -11.34 -27.92 -20.79 0.133
H -12.60 -27.54 -19.56 0.050
```

Summary:
LUMO (eV): -5.55
Spin multiplicity: 1
M (g/mol): 674.6
Gap between HOMO and LUMO (eV): 5.291
Net charge: +1
HOMO (eV): -10.8447

***

> Look up the HOMO of the second one.

1.7934 eV